(1)
DFT (ωB97M-V/def2-TZVPD) results for a cluster of 5 separate species, C13H33N7O10P in total.

Atoms and positions in Å:
P: 1.24 -2.01 2.55
O: 2.65 -2.15 1.63
O: -1.12 -1.47 -7.64
O: 4.38 -7.38 0.36
O: -2.27 0.35 -7.56
O: -3.97 -5.03 3.49
O: -2.51 -3.63 4.23
O: 3.21 -5.58 0.54
O: 2.38 1.12 -4.16
O: -0.36 3.07 -0.91
O: 1.80 2.37 -5.82
N: -0.65 1.01 0.35
N: -1.23 -0.27 -7.56
N: -2.19 0.33 2.10
N: -3.65 -3.98 3.99
N: 1.93 2.14 -4.63
N: 4.26 -6.19 0.50
N: -2.89 0.22 -0.14
C: 0.29 -0.43 2.11
C: -0.54 1.64 -0.98
C: -0.63 3.61 0.38
C: 5.50 -5.39 0.65
C: -0.61 5.19 0.30
C: -0.96 5.78 1.71
C: 0.29 -0.14 0.56
C: -4.75 -3.04 4.34
C: 0.02 0.53 -7.46
C: 1.81 -1.68 4.32
C: 1.50 3.19 -3.68
C: -1.15 -0.56 2.72
C: -1.92 0.54 0.69
H: -0.16 5.58 2.47
H: 2.37 3.48 -3.09
H: 5.46 -4.89 1.61
H: -5.39 -3.54 5.05
H: -1.66 3.36 0.76
H: 0.73 2.76 -3.05
H: 1.31 0.01 0.15
H: 1.12 4.04 -4.24
H: -5.28 -2.80 3.42
H: -3.87 0.50 -0.07
H: -2.06 1.26 2.51
H: -1.95 5.42 2.08
H: 0.87 -0.14 -7.48
H: 0.15 3.35 1.14
H: 1.79 -0.57 4.46
H: 0.43 5.45 -0.01
H: -1.52 -1.62 2.78
H: 2.85 -2.03 4.48
H: 2.60 -2.98 1.14
H: -1.39 1.46 -1.67
H: 1.12 -2.17 5.04
H: -0.02 1.08 -6.53
H: 0.37 1.22 -1.47
H: -1.07 -0.23 3.79
H: 0.86 0.44 2.57
H: -4.31 -2.14 4.77
H: -0.15 -1.06 0.09
H: -1.04 6.89 1.63
H: 5.53 -4.67 -0.17
H: -2.64 -0.30 -0.98
H: 0.05 1.21 -8.31
H: -1.32 5.55 -0.47
H: 6.36 -6.06 0.60

## Properties
E_tot	-54190.8150	eV
total charge	+1

***

(2)
DFT (ωB97M-V/def2-TZVPD) results for the ion C3H6NO2 with charge -1.

Atoms and positions in Å:
O: -1.30 0.19 -1.84
O: -1.49 -0.26 0.36
N: 1.08 0.69 0.81
C: 0.70 0.14 -0.57
C: 1.45 -0.59 1.52
C: -0.87 0.05 -0.68
H: 0.22 0.97 1.12
H: 1.51 -0.46 2.61
H: 2.49 -0.85 1.35
H: 0.56 -1.44 1.51
H: 1.16 -0.92 -0.80
H: 1.11 0.84 -1.30

## Properties
total charge	-1
ΔE to the lowest compared entry with this formula, charge and spin	1.4645	eV
structure (SMILES)	CNCC(=O)[O-]

***

(3)
DFT (ωB97M-V/def2-TZVPD) results for a structure of composition C11H14BBeN7Se.

Atoms and positions in Å:
Se: 0.01 0.02 4.98
N: -1.26 -0.05 -2.80
N: 1.24 -1.03 -1.37
N: -1.55 -0.23 -1.44
N: 0.53 1.65 -2.51
N: 0.04 0.43 2.12
N: 1.13 -0.75 -2.74
N: 0.54 1.71 -1.10
C: 0.88 2.95 -0.81
C: 2.14 -2.00 -1.29
C: 0.90 2.86 -3.02
C: -0.53 -1.72 0.99
C: -2.85 -0.54 -1.39
C: 1.13 3.72 -1.96
C: 2.00 -1.52 -3.44
C: -3.41 -0.56 -2.67
C: 0.01 0.13 3.24
C: 2.66 -2.34 -2.54
C: -2.38 -0.24 -3.53
B: 0.16 0.34 -3.23
Be: -0.11 -0.08 -0.19
H: -0.71 0.66 1.08
H: 3.41 -3.06 -2.81
H: 1.43 4.75 -2.06
H: 0.25 -2.50 0.74
H: -4.42 -0.77 -2.96
H: 2.06 -1.41 -4.53
H: -1.58 -1.97 0.71
H: 0.95 2.98 -4.11
H: -3.36 -0.75 -0.46
H: 0.22 0.47 -4.42
H: 2.44 -2.45 -0.35
H: -2.33 -0.12 -4.62
H: -0.61 -1.91 2.07
H: 0.97 3.33 0.21

## Properties
total charge	0
ΔE to the lowest compared entry with this formula, charge and spin	3.5890	eV

***

(4)
DFT (ωB97M-V/def2-TZVPD) results for a cluster of 11 separate species, C23H67O11S10 in total.

Atoms and positions in Å:
S: -6.57 -20.69 -6.81
S: 0.53 -11.17 -9.38
S: -1.75 -12.85 -13.20
S: -3.36 -20.18 -10.87
S: -1.71 -11.99 -5.46
S: -7.71 -14.62 -7.81
S: -1.00 -16.57 -4.32
S: -5.88 -10.24 -11.33
S: 0.23 -17.91 -13.31
S: -6.77 -16.60 -13.36
O: -1.38 -14.97 -8.45
O: -6.48 -10.34 -9.89
O: 0.46 -19.41 -12.93
O: -7.50 -15.74 -8.87
O: -4.70 -20.77 -11.28
O: -2.68 -13.96 -13.72
O: -0.43 -12.63 -6.02
O: -0.15 -15.61 -5.17
O: -7.28 -18.06 -13.41
O: -5.38 -21.45 -6.23
O: 1.22 -12.50 -9.06
C: -7.76 -20.76 -5.46
C: -7.59 -13.03 -8.72
C: 0.82 -10.18 -7.85
C: -1.26 -11.46 -9.22
C: -3.18 -20.42 -9.04
C: -0.02 -18.09 -4.08
C: 0.17 -17.92 -15.12
C: -6.07 -14.49 -6.97
C: -4.66 -8.89 -11.15
C: -1.55 -17.51 -13.04
C: -2.35 -15.59 -9.24
C: -3.32 -14.68 -9.97
C: -0.94 -12.13 -14.71
C: -4.82 -11.83 -11.38
C: -6.06 -18.87 -6.69
C: -0.29 -13.64 -12.40
C: -2.34 -17.28 -5.36
C: -1.66 -12.11 -3.64
C: -2.04 -21.37 -11.34
C: -3.11 -13.19 -5.79
C: -4.93 -16.74 -13.48
C: -6.98 -15.94 -11.66
C: -3.19 -16.68 -8.60
H: -1.55 -17.40 -11.96
H: -8.24 -21.74 -5.47
H: -1.68 -21.26 -12.37
H: -2.83 -14.21 -5.53
H: -4.25 -11.86 -10.45
H: -6.81 -18.26 -7.20
H: -7.69 -12.20 -8.01
H: -2.45 -11.51 -3.19
H: -4.22 -11.81 -12.29
H: -4.59 -17.46 -12.73
H: 0.16 -9.32 -7.89
H: -5.48 -12.69 -11.37
H: -3.65 -21.29 -8.57
H: 0.43 -18.50 -4.98
H: -6.01 -18.66 -5.62
H: -0.45 -18.76 -15.44
H: -1.69 -13.13 -3.24
H: 1.83 -9.76 -7.83
H: -4.00 -16.25 -8.02
H: -2.90 -16.49 -5.85
H: -2.90 -18.04 -4.81
H: -0.57 -12.87 -15.42
H: -2.26 -22.39 -11.01
H: -5.12 -18.73 -7.21
H: 1.18 -17.94 -15.52
H: -1.82 -16.13 -10.02
H: -1.51 -12.29 -9.88
H: 0.67 -17.90 -3.25
H: -3.46 -19.47 -8.58
H: -0.03 -13.27 -11.41
H: -4.67 -17.10 -14.48
H: -8.37 -13.01 -9.47
H: -2.64 -17.49 -8.13
H: -1.15 -21.18 -10.75
H: -6.64 -12.82 -9.22
H: -0.74 -18.83 -3.73
H: -1.40 -11.80 -8.20
H: -4.11 -15.15 -10.54
H: -3.06 -13.24 -6.88
H: -3.80 -13.96 -9.30
H: -5.87 -15.47 -6.54
H: -1.88 -10.59 -9.46
H: -3.83 -17.04 -9.41
H: -2.82 -14.17 -10.80
H: -6.72 -16.81 -11.07
H: -4.08 -12.92 -5.37
H: -1.82 -16.56 -13.51
H: -2.10 -18.39 -13.37
H: -4.61 -8.39 -12.11
H: -1.80 -17.71 -6.21
H: -4.51 -15.75 -13.32
H: -0.51 -14.70 -12.31
H: -2.14 -20.36 -8.74
H: -0.30 -17.00 -15.47
H: -6.41 -15.04 -11.39
H: -0.79 -11.58 -3.27
H: -8.58 -20.07 -5.68
H: -7.25 -20.47 -4.55
H: 0.65 -10.57 -6.85
H: -5.13 -8.19 -10.46
H: -6.10 -13.71 -6.22
H: -1.84 -11.76 -15.19
H: -0.28 -11.29 -14.49
H: 0.53 -13.57 -13.11
H: -3.65 -9.09 -10.78
H: -8.02 -15.83 -11.37
H: -5.28 -14.31 -7.70

## Properties
total charge	-1
ΔE to the lowest compared entry with this formula, charge and spin	1.5354	eV

***

(5)
DFT (ωB97M-V/def2-TZVPD) results for a structure of composition C8H12F7IInO3S.

Atoms and positions in Å:
I: -2.44 -3.79 -0.99
In: 0.69 -0.71 0.54
S: 1.72 1.18 -0.75
F: 3.28 2.22 1.13
F: 1.79 4.20 2.07
F: -1.31 3.69 0.88
F: 0.07 4.18 -0.89
F: 0.04 5.46 0.94
F: 2.85 3.69 -0.52
F: 0.54 2.33 2.09
O: 0.81 1.51 -1.91
O: 3.02 0.64 -1.35
O: -2.17 -1.42 1.62
C: 2.24 2.67 0.27
C: -1.07 -2.22 -1.73
C: -0.03 4.12 0.49
C: 0.36 -2.39 -0.98
C: -1.42 -2.45 2.29
C: 1.12 3.28 1.22
C: -0.96 -2.47 -3.32
C: -1.36 -0.24 1.40
H: -1.20 0.26 2.42
H: -1.89 -2.08 -3.86
H: 0.46 -3.41 -0.48
H: -0.80 -2.08 3.17
H: -2.19 -3.18 2.73
H: -0.98 -3.61 -3.45
H: 0.01 -2.06 -3.76
H: -1.50 -1.18 -1.57
H: 1.82 -1.39 1.78
H: -1.90 0.54 0.75
H: -0.77 -3.08 1.57
H: 1.15 -2.21 -1.78

## Properties
E_tot	-57762.2661	eV
total charge	-1

***

(6)
DFT (ωB97M-V/def2-TZVPD) results for a structure of composition C4H11NO2.

Atoms and positions in Å:
O: 2.05 2.28 -0.59
O: -0.34 0.02 0.81
N: -1.85 -1.58 -0.04
C: 0.07 -1.05 -1.44
C: 3.24 2.38 0.38
C: -2.93 -1.31 0.98
C: -0.76 -0.76 -0.16
H: -0.65 -1.16 -2.37
H: 1.46 1.96 0.22
H: -2.80 -1.71 1.93
H: -2.30 -1.94 -0.89
H: 0.58 -2.14 -1.12
H: 3.91 1.37 0.13
H: 2.72 2.21 1.45
H: 0.95 0.01 -1.28
H: 3.72 3.38 0.20
H: -3.80 -1.71 0.52
H: -3.28 -0.26 1.27

## Properties
total charge	0
ΔE to the lowest compared entry with this formula, charge and spin	4.3598	eV

***

(7)
DFT (ωB97M-V/def2-TZVPD) results for a structure of composition C5H10NO.

Atoms and positions in Å:
O: 3.06 -0.43 0.35
N: -2.85 0.71 -0.95
C: -0.63 0.55 0.22
C: 0.74 -0.11 -0.21
C: 2.01 0.20 0.63
C: -1.94 0.14 -0.20
C: -1.82 -1.08 0.45
H: 1.03 0.24 -1.32
H: 1.29 0.09 1.53
H: -2.47 -1.98 0.10
H: 3.61 1.03 -1.75
H: 2.17 1.32 0.51
H: 0.65 -1.15 -0.19
H: -3.66 0.14 -0.95
H: -1.09 -1.38 1.19
H: 4.33 0.69 -1.77
H: -0.50 1.23 1.12

## Properties
total charge	-1
ΔE to the lowest compared entry with this formula, charge and spin	6.5407	eV

***

(8)
DFT (ωB97M-V/def2-TZVPD) results for a structure of composition C14H21BrIrN2O3S4.

Atoms and positions in Å:
Ir: -0.19 -0.20 -0.61
Br: 0.86 2.58 0.77
S: -2.57 0.09 -0.26
S: -0.91 -2.78 -0.32
S: 0.72 -0.19 -3.61
S: -0.04 -0.52 1.91
O: 1.92 0.61 -3.39
O: -0.83 1.57 -1.61
O: -0.47 1.20 -3.81
N: 1.84 0.30 -0.48
N: 0.17 -0.88 -2.32
C: 2.20 1.50 -0.02
C: -1.42 3.26 -3.18
C: 2.78 -0.49 -1.02
C: 5.11 -1.04 -1.77
C: 4.11 -0.12 -1.13
C: -0.99 -3.13 1.45
C: -1.72 -0.06 2.45
C: -2.46 0.76 1.43
C: 0.01 -2.30 2.21
C: 4.45 1.13 -0.64
C: -0.86 1.92 -2.83
C: -3.38 -1.51 -0.01
C: -2.64 -2.60 -0.75
C: 3.49 1.96 -0.07
H: 5.48 1.47 -0.69
H: -0.58 3.90 -3.45
H: -1.60 0.55 3.35
H: 1.03 -2.58 1.95
H: 2.44 -1.45 -1.39
H: -1.96 3.68 -2.34
H: -4.38 -1.42 -0.43
H: -3.13 -3.57 -0.59
H: 4.87 -1.17 -2.83
H: -2.24 -0.97 2.75
H: -2.01 -3.00 1.79
H: 3.74 2.93 0.33
H: 5.09 -2.02 -1.30
H: -2.07 3.17 -4.05
H: -3.48 0.96 1.77
H: -1.97 1.73 1.27
H: 6.12 -0.64 -1.70
H: -2.63 -2.41 -1.82
H: -3.48 -1.70 1.06
H: -0.74 -4.19 1.58
H: -0.10 -2.44 3.29

## Properties
total charge	+2
multiplicity	2
ΔE to the lowest compared entry with this formula, charge and spin	2.6707	eV

***

(9)
DFT (ωB97M-V/def2-TZVPD) results for a cluster of 11 separate species, C30H68N2O18S in total.

Atoms and positions in Å:
S: -0.55 -0.32 -0.43
O: 0.11 -1.58 -0.06
O: 0.39 0.73 -0.73
O: -3.82 -3.77 -0.34
O: -2.35 4.36 -1.89
O: -5.19 2.26 0.90
O: 2.30 -4.39 2.25
O: 1.42 4.78 -2.34
O: -2.90 -5.82 -0.14
O: -1.36 -0.57 -1.67
O: -2.09 -2.98 4.85
O: 3.73 4.56 -2.58
O: -3.79 3.17 2.48
O: -1.52 0.11 0.53
O: 3.58 -2.58 2.20
O: 4.88 -2.20 -2.54
O: -3.15 2.47 -2.86
O: 4.84 -0.05 -1.84
O: 2.87 2.50 4.31
N: -4.11 -0.36 -0.52
N: -0.23 0.89 -3.76
C: -4.90 4.64 1.04
C: 3.13 -1.59 -0.98
C: 4.56 -3.29 3.07
C: 2.63 3.26 -1.07
C: -2.28 -1.94 2.79
C: 1.37 1.71 2.37
C: -2.41 2.13 4.23
C: -1.49 -4.41 2.92
C: -1.87 -3.12 3.54
C: -4.62 3.24 1.48
C: -3.20 1.85 2.95
C: 1.21 5.67 -3.47
C: 4.43 -1.18 -1.80
C: -2.90 -4.59 -0.49
C: -4.04 4.53 -3.52
C: 6.81 -3.26 -3.58
C: -1.58 -4.11 -1.09
C: 1.52 -2.39 1.10
C: -4.08 -6.48 0.39
C: -3.87 -8.11 0.28
C: 3.82 1.48 2.30
C: -0.85 4.32 0.13
C: 6.02 -1.99 -3.36
C: 2.68 1.95 3.10
C: 5.69 -2.26 3.43
C: -3.19 3.74 -2.71
C: -0.15 5.63 -4.10
C: 2.66 4.30 -2.07
C: 2.55 -3.19 1.89
C: -1.64 3.58 -1.01
H: -5.31 4.62 0.22
H: -3.83 0.15 -1.42
H: -0.38 -0.26 -3.78
H: 3.73 2.09 1.40
H: -3.36 -2.20 2.35
H: -2.55 1.51 2.20
H: 2.15 -2.44 0.01
H: -0.45 4.71 -4.62
H: -0.97 5.95 -3.25
H: -0.18 1.09 -4.74
H: -1.73 3.01 4.05
H: 4.30 -3.53 4.23
H: -1.07 1.09 -3.39
H: 2.91 2.17 -1.35
H: -0.70 -4.02 -0.29
H: 7.85 -3.13 -3.84
H: 0.67 1.15 -3.24
H: -4.68 5.02 -2.83
H: 6.63 -1.33 -2.80
H: -3.46 5.12 -4.20
H: 2.23 -1.60 -1.52
H: -3.99 -8.39 -0.82
H: 1.39 0.85 1.62
H: -5.06 -0.32 -0.58
H: 3.52 0.49 1.96
H: -3.85 5.21 0.87
H: 7.26 -3.59 -2.68
H: -0.89 2.98 -1.55
H: 1.60 6.58 -3.36
H: -1.65 1.51 4.49
H: -1.36 -3.15 -1.60
H: -1.46 -4.78 -1.88
H: -4.11 -6.58 1.52
H: -1.39 5.09 0.56
H: -3.85 0.27 0.23
H: 5.38 -1.43 3.79
H: -0.53 -4.77 3.45
H: 3.47 3.44 -0.46
H: 6.33 -4.07 -4.21
H: -3.83 1.12 3.16
H: -0.60 3.64 1.01
H: -4.62 3.71 -3.99
H: 4.89 -4.24 2.81
H: -2.16 -0.97 3.44
H: 1.63 -1.27 1.34
H: -5.04 -6.09 -0.01
H: -0.24 6.37 -4.91
H: -1.62 -1.97 1.97
H: 0.52 -2.70 1.17
H: -4.54 -8.51 0.80
H: 0.79 2.62 1.94
H: -2.68 -8.27 0.52
H: -2.13 2.63 -0.56
H: 1.73 5.32 -4.33
H: -5.49 5.19 1.83
H: -0.95 -4.09 1.89
H: 6.21 -2.87 4.06
H: 6.22 -1.99 2.51
H: 0.75 1.17 2.99
H: -3.07 2.35 5.27
H: 1.67 3.25 -0.56
H: -3.60 -1.01 -0.57
H: 5.88 -1.47 -4.38
H: 2.96 -0.81 -0.15
H: -0.15 4.86 -0.37
H: 3.22 -2.43 -0.54
H: -2.31 -5.10 2.92
H: 4.82 1.75 2.68

## Properties
total charge	0
ΔE to the lowest compared entry with this formula, charge and spin	0.0000	eV

***

The records above yield max |F| values of 3.555, 5.299, 6.158, 3.824, 5.726, 5.566, 5.387, 2.387, 16.529 eV/Å, respectively.